1.
This record from OMol25 describes a molecular structure, C31H21Cl3MoN2O5S at a distorted geometry. The level of theory is ωB97M-V/def2-TZVPD.

```
64
Properties=species:S:1:pos:R:3:mulliken_charge:R:1
Mo 0.1041 -0.3120 -0.1908 0.5310
C -1.1078 -0.2318 -4.1146 -0.6363
O 0.1329 -0.3370 -4.8039 -0.4564
C 1.3158 -0.2240 -4.1866 -0.0991
C 2.4325 -0.1535 -5.0276 -0.6103
C 3.7165 -0.0099 -4.5316 -0.8164
C 3.9426 0.0360 -3.1711 -0.9699
C 2.8628 -0.0716 -2.2903 0.4990
C 3.0936 -0.1027 -0.8925 -0.1759
N 2.1844 -0.2423 0.0451 0.9721
N 2.6301 -0.3233 1.3299 -1.1199
C 1.6446 -0.3733 2.1665 0.8074
O 0.4235 -0.2916 1.6353 -0.4506
C 1.8258 -0.5659 3.5890 0.4882
C 3.1103 -0.6502 4.1363 -0.3024
C 3.2583 -0.8905 5.4870 -0.6954
C 2.1367 -1.0498 6.2943 -0.3986
C 0.8595 -0.9535 5.7564 -0.7152
C 0.6992 -0.7114 4.4063 -0.3537
C 1.5485 -0.1819 -2.8072 1.1343
O 0.5838 -0.2589 -1.8724 -0.3620
H -1.8697 -0.2478 -4.8873 0.3527
H -1.1785 0.7132 -3.5706 0.2634
H -1.2675 -1.0786 -3.4453 0.2249
H 2.2533 -0.2129 -6.0930 0.5225
H 4.5457 0.0671 -5.2206 0.4211
H 4.9440 0.1517 -2.7771 0.4810
H 4.1193 -0.0360 -0.5434 0.4730
H 3.9671 -0.5284 3.4881 0.4548
H 4.2463 -0.9528 5.9216 0.4161
H 2.2576 -1.2517 7.3501 0.4170
H -0.0065 -1.0653 6.3941 0.4243
H -0.2891 -0.6447 3.9705 0.4028
Cl -5.7022 4.0758 0.5234 -0.1422
C -4.1996 3.2894 0.3188 0.3814
C -4.1172 1.9136 0.5273 -0.8927
C -2.8941 1.3144 0.3482 1.0192
Cl -2.6030 -0.3889 0.5270 -0.0771
C -1.7629 2.0309 -0.0330 -0.5702
O -0.6225 1.3425 -0.1980 -0.3681
C -1.8640 3.4059 -0.2414 0.3564
Cl -0.4554 4.2638 -0.7133 -0.1550
C -3.0839 4.0298 -0.0601 -0.6173
H -4.9912 1.3460 0.8144 0.4933
H -3.1686 5.0962 -0.2169 0.4699
C 2.6803 -9.1963 2.9878 -0.9577
C 2.6739 -9.2650 1.5037 0.6308
O 3.5772 -9.3439 0.7469 -0.4337
S 0.8904 -9.2666 0.8151 -0.0942
C 0.6913 -7.5815 0.4361 0.7573
C 1.7509 -6.6578 0.3962 -0.6752
C 1.4969 -5.3298 0.1611 -0.5611
C 0.1743 -4.8803 -0.0319 0.5256
C -0.8773 -5.8154 -0.0597 -0.8345
C -0.6163 -7.1431 0.1576 -0.7126
C -0.0328 -3.5030 -0.1388 0.4406
C -0.1320 -2.2757 -0.1801 0.2031
H 3.7009 -9.0904 3.3535 0.3254
H 2.2522 -10.1203 3.3827 0.3499
H 2.0590 -8.3737 3.3395 0.3172
H 2.7715 -6.9811 0.5348 0.3870
H 2.3079 -4.6137 0.1349 0.4349
H -1.8854 -5.4807 -0.2629 0.4594
H -1.4212 -7.8656 0.1314 0.4170
```

- HOMO energy (alpha / beta): -12.8326 / -12.8275 eV
- Strongest force on any atom: 3.02 eV/Å
- Frontier orbital gap (alpha / beta): 4.3 / 4.3 eV
- 2S+1: 1
- Energy: -95945.6489 eV
- Net charge: +2
- M: 735.88 g mol⁻¹

2.
This record from OMol25 describes a molecular structure, C31H21ClF3N2O6S2Tl. The level of theory is ωB97M-V/def2-TZVPD.

```
67
Properties=species:S:1:pos:R:3:mulliken_charge:R:1
Tl -1.2215 0.7371 1.4017 0.9274
C 4.9214 -1.6953 -4.0586 -1.4678
C 4.2870 -1.4219 -2.7167 1.0730
C 5.0210 -1.5572 -1.5428 -0.6813
C 4.4251 -1.3508 -0.3036 -0.2415
C 3.0858 -1.0050 -0.2344 -0.1495
C 2.3412 -0.8568 -1.3973 -0.7083
C 2.9429 -1.0626 -2.6278 -0.8196
S 2.2700 -0.7928 1.3520 0.9117
O 3.3069 -0.9462 2.3505 -0.7423
O 1.2374 -1.8057 1.3346 -0.5266
N 1.5844 0.6168 1.2789 0.1788
C 2.3200 1.7784 1.3455 -0.0163
C 3.7104 1.8773 1.3627 -0.8339
C 4.3669 3.1179 1.3636 -0.9048
C 3.6791 4.2964 1.3625 -0.8606
C 2.2660 4.2627 1.3644 1.3099
C 1.4843 5.4386 1.3731 -0.5498
C 0.1249 5.3585 1.3489 -1.0139
C -0.4800 4.0866 1.3231 -0.1763
N 0.2162 2.9743 1.3291 -0.0454
C 1.5773 3.0223 1.3500 0.1216
H 5.9960 -1.5058 -4.0321 0.3567
H 4.4790 -1.0728 -4.8380 0.3590
H 4.7763 -2.7408 -4.3442 0.2750
H 6.0719 -1.8234 -1.6009 0.3085
H 4.9811 -1.4557 0.6205 0.4870
H 1.2957 -0.5762 -1.3179 0.5558
H 2.3651 -0.9406 -3.5385 0.3476
H 4.2981 0.9746 1.4024 0.4301
H 5.4524 3.1338 1.3607 0.3505
H 4.1954 5.2496 1.3612 0.3138
H 1.9840 6.4017 1.3994 0.3681
H -0.4968 6.2452 1.3520 0.3814
H -1.5608 3.9680 1.2821 0.5837
O -5.1644 -3.3585 0.8306 -0.6521
C -3.9719 -3.3762 0.9711 0.4278
O -3.2187 -2.2455 0.9081 -0.1934
C -3.1062 -4.5416 1.2348 -0.4354
C -3.5117 -5.8652 1.3506 -0.4193
C -2.5551 -6.8338 1.5906 -0.5410
C -1.2088 -6.4692 1.7228 -0.3638
C -0.8021 -5.1540 1.6140 -0.5667
C -1.7742 -4.1851 1.3595 0.5239
S -1.5621 -2.4760 1.1596 0.5473
H -4.5646 -6.1030 1.2533 0.4361
H -2.8421 -7.8749 1.6770 0.3572
H -0.4707 -7.2393 1.9164 0.3613
H 0.2374 -4.8711 1.7287 0.5680
F -1.6092 -0.5527 4.4156 -0.2973
C -1.1643 0.7121 4.0182 -0.0404
F -1.9678 1.5604 4.7767 -0.2922
F 0.0636 0.8145 4.6550 -0.2840
Cl -4.3643 0.4413 -5.7591 -0.2834
C -4.2671 1.1591 -4.1574 0.6000
C -3.3643 0.6503 -3.2403 -0.9332
C -3.2831 1.2354 -1.9824 0.2965
C -4.0961 2.3074 -1.6400 -0.0748
C -5.0063 2.7837 -2.5757 -0.3266
C -5.0974 2.2218 -3.8431 -0.5788
C -3.9901 2.9927 -0.2647 0.1785
O -4.8994 3.7934 0.0126 -0.7643
O -2.9851 2.6635 0.4199 -0.5114
H -2.7323 -0.1850 -3.5125 0.4291
H -2.5805 0.8605 -1.2483 0.0948
H -5.6441 3.6083 -2.2832 0.4409
H -5.8007 2.5968 -4.5745 0.3954
```

- HOMO energy: -1.8721 eV
- Strongest force on any atom: 0.33 eV/Å
- Frontier orbital gap: 5.8 eV
- 2S+1: 1
- Energy: -94794.7696 eV
- Net charge: -2
- M: 878.48 g mol⁻¹

net charge of number 1 (C31H21Cl3MoN2O5S)?
+2

The lowest M belongs to which entry?
C31H21Cl3MoN2O5S

M of number 1 (C31H21Cl3MoN2O5S)?
735.88 g mol⁻¹